# 1
Density functional theory data (ωB97M-V/def2-TZVPD) for a gas-phase ion, C6H7N (charge -1).

Summary:
orbital gap (alpha / beta): 2.6 / 8.2 eV
F_max: 4.7 eV/A
2S+1: 2
charge: -1
HOMO (alpha / beta): 1.2853 / -4.3806 eV

Each line ends with the Mulliken charge.
Element x y z (Å)
C -0.0362 0.2548 -1.2998  -0.23
C -1.3624 0.5903 -1.3798  -2.93
N -1.8674 0.4789 -0.0462  1.14
C -0.8031 0.0258 0.7412  -3.29
C 0.3228 -0.0858 -0.0046  0.99
C 1.6645 -0.5554 0.2703  0.04
C 2.1012 -0.6679 1.5229  -0.77
H 0.5780 0.3678 -2.1650  0.58
H -2.0873 0.8454 -2.0536  1.10
H -2.8385 0.6783 0.2112  1.23
H -0.7959 -0.0657 1.7675  0.39
H 2.1271 -1.0814 -0.6346  0.19
H 3.0551 -1.1073 1.5912  0.29
H 1.7127 -0.3607 2.5063  0.29

Cartesian forces, eV/Å:
-1.48 0.91 -2.46
0.37 -0.88 4.62
2.59 -0.68 -1.13
-1.64 1.25 -1.19
0.38 -0.03 -1.03
-1.24 -0.90 0.29
1.02 -0.10 0.01
0.70 -0.33 -0.32
-1.10 0.73 -1.99
0.33 -0.20 0.24
-0.69 -0.37 1.95
-0.07 1.10 1.61
1.24 -0.68 0.46
-0.43 0.19 -1.04

***

# 2
Density functional theory data (ωB97M-V/def2-TZVPD) for ClHNO2P in the gas phase.

Summary:
orbital gap (alpha / beta): 9.3 / 7.5 eV
F_max: 3.2 eV/A
HOMO (alpha / beta): -9.9224 / -9.9707 eV

Each line ends with the Mulliken charge.
Element x y z (Å)
N -0.2218 0.4292 -0.3517  -0.25
O -3.0986 1.8250 -0.3044  -0.43
O -1.3257 -0.2376 0.0700  -0.13
P -2.8913 0.5402 0.3748  0.67
Cl -4.0453 -0.9410 -0.1114  -0.10
H 0.6959 -0.0067 0.0593  0.25

Cartesian forces, eV/Å:
0.24 0.25 0.33
-0.12 -0.28 0.01
0.33 0.01 0.39
2.94 1.33 0.13
-0.94 -1.32 -0.55
-2.45 0.01 -0.30

***

# 3
Density functional theory data (ωB97M-V/def2-TZVPD) for 2 unconnected molecules or ions with the total composition C30H35N2.

Summary:
orbital gap: 6.0 eV
F_max: 1.5 eV/A
charge: +1
HOMO: -10.6805 eV

Each line ends with the Mulliken charge.
Element x y z (Å)
C 3.8243 -0.0185 3.2196  -0.45
C 3.3813 -1.2633 2.7579  -0.73
C 2.0191 -1.4794 2.5509  -0.31
C 1.1056 -0.4499 2.7921  0.36
C -0.3756 -0.7396 2.6068  0.01
C -1.1119 -1.1757 3.9039  -0.70
C -2.5226 -0.5574 3.8073  -0.57
C -2.5445 0.2478 2.4950  -0.57
N -1.1389 0.3746 2.1183  -0.02
C 1.5398 0.7881 3.2762  -0.39
C 2.9087 1.0074 3.4849  -0.61
H 4.8881 0.1478 3.3764  0.41
H 4.0816 -2.0749 2.5598  0.43
H 1.6271 -2.4455 2.2213  0.46
H -0.4684 -1.5772 1.8833  0.28
H -1.1428 -2.2697 3.9433  0.36
H -0.5901 -0.7980 4.7917  0.36
H -3.2928 -1.3334 3.7875  0.29
H -2.6959 0.1081 4.6603  0.24
H -3.1116 -0.2947 1.7108  0.19
H -3.0162 1.2318 2.6254  0.45
H -0.9843 0.6103 1.1424  -0.30
H 0.8005 1.5676 3.4793  0.39
H 3.2478 1.9781 3.8484  0.41
C 2.4355 -1.5567 -3.6222  -1.57
C 1.6845 -2.3788 -2.5760  2.31
C 1.5457 -3.8229 -3.0653  -2.13
C 2.4447 -2.3765 -1.2504  -1.58
C 0.2921 -1.7803 -2.3761  -0.81
N -0.8397 -2.4694 -2.6252  0.15
C -1.9748 -1.6950 -2.3735  -0.56
C -1.5292 -0.4448 -1.9189  0.65
C -2.4657 0.4774 -1.4709  0.19
C -3.8296 0.1796 -1.5726  -1.00
C -4.2583 -1.0573 -2.0744  -0.60
C -3.3198 -2.0300 -2.4651  -0.91
C -0.0605 -0.4719 -1.9208  1.90
C 0.8042 0.5255 -1.4812  0.15
C 0.4277 1.8729 -1.1589  -0.86
C -0.4345 2.6759 -1.9609  -0.58
C -0.8190 3.9418 -1.5366  -0.45
C -0.3566 4.4592 -0.3226  1.04
C -0.8448 5.7880 0.1594  -1.51
C 0.5642 3.7180 0.4282  -0.75
C 0.9737 2.4658 0.0075  -0.65
H 2.5712 -0.5175 -3.3048  0.28
H 3.4264 -1.9931 -3.8120  0.46
H 1.8790 -1.5518 -4.5681  0.39
H 1.0270 -4.4473 -2.3265  0.41
H 1.0260 -3.8763 -4.0305  0.43
H 2.5454 -4.2525 -3.2096  0.43
H 1.8900 -2.9453 -0.4926  0.34
H 3.4320 -2.8445 -1.3816  0.51
H 2.6046 -1.3717 -0.8502  0.29
H -0.8875 -3.4300 -2.9575  0.29
H -2.1317 1.4291 -1.0701  0.17
H -4.5536 0.9327 -1.2615  0.45
H -5.3262 -1.2551 -2.1509  0.41
H -3.6125 -3.0101 -2.8362  0.43
H 1.8602 0.2679 -1.3777  0.45
H -0.8287 2.2726 -2.8985  0.52
H -1.5122 4.5389 -2.1351  0.44
H -0.3452 6.0711 1.0887  0.36
H -0.6667 6.5791 -0.5777  0.36
H -1.9252 5.7770 0.3478  0.33
H 0.9572 4.1352 1.3574  0.35
H 1.7026 1.8867 0.5813  0.49

Cartesian forces, eV/Å:
-0.10 -0.03 -0.06
-0.15 0.09 0.03
0.01 0.41 0.07
-0.34 -0.08 0.12
-0.12 -0.76 -0.31
0.17 0.15 -0.16
0.01 0.07 -0.04
-0.07 -0.28 -0.43
-0.12 1.22 0.27
0.39 -0.12 -0.09
-0.31 -0.30 -0.18
-0.21 -0.02 -0.02
-0.06 0.28 0.11
0.27 0.23 0.04
0.23 -0.06 0.22
0.06 0.23 0.19
-0.03 -0.17 -0.24
0.04 0.22 0.16
-0.09 -0.24 -0.17
0.04 0.11 0.30
0.16 -0.21 -0.09
-0.04 -0.16 0.25
0.25 -0.25 -0.09
-0.01 -0.30 -0.06
0.06 0.23 -0.43
-0.57 -0.14 -0.06
0.18 -0.17 -0.06
0.09 -0.10 0.53
0.13 -1.13 -0.15
1.13 0.34 -0.04
-0.53 0.75 0.40
-0.41 -0.10 0.08
-0.42 0.11 -0.05
0.40 -0.15 -0.01
0.47 -0.13 -0.09
-0.13 0.23 0.04
0.07 1.09 0.38
-0.43 -1.17 -0.78
-0.12 1.46 0.21
-0.03 -0.39 0.28
0.10 -0.41 -0.22
0.12 -0.15 0.12
-0.01 0.36 0.17
-0.09 0.07 0.02
0.16 -0.53 -0.43
0.03 -0.20 -0.09
-0.29 0.08 0.11
0.18 0.05 0.11
0.09 0.06 -0.15
0.09 -0.03 0.15
-0.27 0.10 0.03
0.19 0.09 -0.10
-0.33 0.12 -0.03
0.04 -0.27 -0.05
0.27 0.37 0.09
-0.33 -0.21 -0.05
0.14 -0.30 -0.05
0.30 -0.07 -0.01
-0.11 0.21 0.11
-0.34 0.12 0.17
0.19 0.15 0.31
0.28 -0.24 0.10
-0.09 0.00 -0.12
0.02 -0.17 0.06
0.17 -0.10 -0.04
-0.11 -0.15 -0.27
-0.25 0.24 0.00

***

# 4
Density functional theory data (ωB97M-V/def2-TZVPD) for C6H9N in the gas phase.

Summary:
orbital gap: 10.3 eV
F_max: 0.5 eV/A
HOMO: -9.1604 eV
structure (SMILES): CC#CC[C@H]1CN1

Each line ends with the Mulliken charge.
Element x y z (Å)
C 2.4500 1.1144 1.2122  -1.35
C 1.5651 0.0571 0.7229  0.89
C 0.8104 -0.7731 0.2830  -0.38
C -0.2573 -1.6007 -0.2843  -0.69
C -1.4741 -0.7530 -0.6519  -0.08
C -1.6082 0.6635 -0.2398  -0.31
N -1.2464 0.3184 -1.6128  -0.54
H 2.0575 1.5633 2.1330  0.30
H 2.5365 1.9063 0.4583  0.29
H 3.4537 0.7288 1.4197  0.33
H -0.5544 -2.3828 0.4278  0.32
H 0.1036 -2.1095 -1.1876  0.27
H -2.3966 -1.3257 -0.7480  0.41
H -0.7987 1.1123 0.3278  0.05
H -2.5977 1.0619 -0.0260  0.26
H -2.0433 0.4188 -2.2344  0.23

Cartesian forces, eV/Å:
0.08 0.06 0.02
-0.27 -0.40 -0.20
0.32 0.40 0.18
0.02 0.00 0.01
-0.06 -0.17 0.13
-0.09 0.11 0.28
-0.08 0.05 -0.29
0.08 -0.11 -0.18
0.01 -0.15 0.16
-0.16 0.07 -0.02
0.05 0.19 -0.10
-0.07 0.06 0.14
0.14 0.10 -0.01
-0.17 -0.06 -0.07
0.08 -0.13 -0.12
0.09 -0.01 0.07

***

Q: Which energy above the lowest of the compared OMol25 structures with the same formula, charge and spin values were calculated for the entries above? A: 1.566, 0.724, 0.137, 2.912, in eV.